[1]
# C4H5NO2

An isolated molecule of C4H5NO2 (wB97M-V/def2-TZVPD, OMol25).

```
12
Properties=species:S:1:pos:R:3:forces:R:3:lowdin_charge:R:1
O 2.611 -0.586 -0.444 -0.384 0.155 -0.042 0.07
C 1.448 -0.292 -0.552 0.176 -0.050 0.072 -0.22
C 0.684 0.440 0.510 0.287 0.040 0.077 -0.18
C -0.515 1.211 0.047 -0.118 0.201 -0.159 -0.07
N -0.684 0.009 0.806 -0.166 -0.112 0.008 -0.01
C -1.220 -1.138 0.198 -0.111 -0.070 -0.310 -0.31
O -1.871 -1.140 -0.815 0.048 0.053 0.407 0.07
H 0.866 -0.533 -1.468 0.070 -0.052 0.137 0.14
H 1.273 0.776 1.359 -0.085 -0.061 -0.119 0.15
H -0.782 1.169 -1.008 0.120 -0.010 0.143 0.12
H -0.777 2.128 0.569 0.081 -0.147 -0.088 0.12
H -1.033 -2.044 0.797 0.083 0.053 -0.126 0.14
```
Forces are in eV/Å.

charge = 0
max |F| = 0.42 eV/Å
relative energy (zero: lowest compared OMol25 entry of this formula, charge and spin) = 44.9 kcal/mol

=====

[2]
# C22H20FN5OS

An isolated molecule of C22H20FN5OS in a non-equilibrium geometry (wB97M-V/def2-TZVPD, OMol25).

```
50
Properties=species:S:1:pos:R:3:forces:R:3:lowdin_charge:R:1
C -5.353 -6.349 -1.207 1.314 -1.003 -0.119 -0.11
C -4.491 -5.627 -2.338 -1.054 -1.486 1.052 -0.21
C -3.595 -4.725 -1.606 3.228 2.126 0.576 -0.61
N -2.302 -4.630 -1.805 0.365 -1.206 -0.964 0.06
C -1.582 -3.784 -0.970 0.192 -1.280 -1.985 -0.37
C -0.055 -3.640 -1.004 -0.820 2.017 1.461 -0.03
N 0.436 -2.290 -1.522 -0.595 -0.274 0.524 -0.02
C 1.351 -2.194 -2.623 1.924 -1.427 0.560 -0.14
C 2.340 -1.111 -2.216 1.214 -0.305 1.213 -0.12
N 1.640 -0.409 -1.141 -1.125 -0.089 -0.499 0.02
C 2.076 0.711 -0.449 0.604 1.791 -0.384 -0.11
C 3.424 1.119 -0.654 -0.388 -1.753 -1.116 -0.04
C 3.923 2.310 -0.209 -2.870 2.252 1.355 -0.07
C 2.982 3.157 0.442 1.205 0.992 0.567 -0.02
C 1.635 2.857 0.636 -0.402 -1.380 1.216 -0.13
C 1.166 1.602 0.236 -0.829 -0.081 -0.422 -0.05
C -0.247 1.656 0.648 -1.372 -1.543 0.416 -0.06
N -0.572 2.727 1.365 1.459 -1.627 -1.725 0.13
N 0.569 3.453 1.383 2.015 -0.909 -1.846 -0.09
C 0.674 4.571 2.151 0.472 2.678 2.103 -0.16
C -0.145 5.720 1.919 1.946 -0.334 2.462 0.02
C 0.011 6.802 2.806 -0.995 0.780 -1.670 -0.12
C 1.003 6.864 3.755 -0.091 1.522 2.077 -0.13
C 1.770 5.750 4.092 0.814 -1.150 -1.832 0.00
C 1.604 4.582 3.253 -1.228 1.386 0.429 -0.16
F 2.222 3.416 3.578 -0.108 0.929 -0.370 0.07
C 0.593 -1.169 -0.691 -0.281 -3.952 4.436 -0.37
O 0.134 -1.208 0.509 0.744 1.097 -3.832 0.00
C -2.361 -3.155 -0.117 -1.545 0.839 1.285 -0.36
S -4.031 -3.586 -0.339 0.105 -0.121 0.170 1.03
H -4.741 -6.500 -0.268 -0.661 0.427 -1.016 0.08
H -6.248 -5.800 -0.985 -0.340 0.393 0.267 0.05
H -5.654 -7.369 -1.481 -0.017 0.317 -0.286 0.06
H -3.932 -6.379 -2.959 -0.348 1.003 0.687 0.13
H -5.163 -5.042 -2.961 -0.042 -0.108 -0.262 0.10
H 0.186 -3.662 0.093 0.357 -0.001 -1.018 0.13
H 0.439 -4.445 -1.527 0.037 -0.001 -0.285 0.11
H 0.861 -1.903 -3.523 -0.342 -0.191 -0.926 0.11
H 2.009 -3.123 -2.726 -1.443 0.859 -0.276 0.15
H 3.328 -1.511 -1.822 -1.162 0.173 -0.278 0.14
H 2.602 -0.538 -3.077 0.014 1.011 -0.376 0.11
H 4.127 0.536 -1.287 -0.905 0.008 0.561 0.11
H 4.893 2.709 -0.443 0.289 -0.286 0.173 0.10
H 3.310 4.061 0.928 0.383 0.391 -0.259 0.10
H -1.023 0.846 0.543 1.154 1.148 0.025 0.12
H -0.874 5.759 1.158 -0.581 -0.248 -0.784 0.10
H -0.603 7.730 2.668 0.504 -1.108 0.008 0.11
H 1.036 7.872 4.356 0.355 -2.272 -1.095 0.14
H 2.631 5.834 4.783 -0.906 -0.372 -0.231 0.12
H -2.004 -2.496 0.650 -0.242 0.367 0.235 0.07
```
Forces are in eV/Å.

charge = 0
max |F| = 5.95 eV/Å
relative energy (zero: lowest compared OMol25 entry of this formula, charge and spin) = 48.1 kcal/mol

=====

[3]
# C4H8O2S

An isolated molecule of C4H8O2S in a non-equilibrium geometry (wB97M-V/def2-TZVPD, OMol25).

```
15
Properties=species:S:1:pos:R:3:forces:R:3:lowdin_charge:R:1
C 1.978 0.914 -0.714 0.320 -1.063 -2.972 -0.10
O 0.773 1.420 -0.023 2.852 -1.753 -3.565 -0.25
C 0.526 0.495 0.925 -0.972 -0.543 5.003 -0.67
S -1.135 0.869 1.436 -1.539 -1.338 0.462 0.98
C -2.012 -0.558 0.695 -3.083 1.729 2.550 -0.67
C -1.474 -1.169 -0.597 2.927 2.246 0.167 -0.07
O -3.138 -0.791 1.242 4.221 0.147 -2.733 -0.06
H 2.005 -0.280 -1.083 -0.561 2.755 1.897 0.14
H 2.103 1.308 -1.819 -0.381 0.264 2.580 0.11
H 2.820 1.157 -0.044 -0.044 -0.346 -0.697 0.08
H 0.463 -0.650 0.807 1.132 1.956 -0.562 0.08
H 1.105 0.729 1.949 -0.518 -0.767 -2.250 0.12
H -1.294 -0.375 -1.426 0.066 -0.560 1.861 0.11
H -2.433 -1.473 -0.934 -0.197 -2.703 -0.796 0.06
H -0.288 -1.598 -0.414 -4.222 -0.023 -0.946 0.15
```
Forces are in eV/Å.

charge = 0
max |F| = 5.13 eV/Å
relative energy (zero: lowest compared OMol25 entry of this formula, charge and spin) = 100.3 kcal/mol